106
Properties=species:S:1:pos:R:3 method="wB97M-V/def2-TZVPD" s2=2.047 multiplicity=3 homo_ev="-7.5 / -7.3" homo_lumo_gap_ev="7.696 / 7.308" lumo_energy_ha="0.00866 / 0.00171" mol_weight_g_mol=931.15
V 0.60292 0.22689 0.42234
C -3.76434 -2.73462 1.11210
C -2.58026 -1.85526 1.50988
Ge -1.18115 -1.59547 0.09883
C -2.19095 -1.39849 -1.61079
C -1.29294 -1.48445 -2.84331
C -0.67023 -3.49742 -0.23918
C 0.44786 -4.17541 -0.53341
Ge 2.25383 -3.47514 -0.24952
C 3.59758 -4.14541 -1.51833
C 4.58343 -5.20014 -1.01783
C 2.79951 -3.52530 1.63190
C 2.83748 -4.93488 2.22672
C 0.38151 -5.54093 -1.12440
C -0.53553 -5.82347 -2.13916
C -0.61480 -7.08920 -2.69822
C 0.22776 -8.10330 -2.26385
C 1.15260 -7.83617 -1.26551
C 1.22864 -6.56733 -0.70940
H -4.47864 -2.85826 1.93132
H -3.43900 -3.73493 0.81947
H -4.30375 -2.31331 0.26266
H -2.07926 -2.28905 2.38266
H -2.93361 -0.86539 1.82007
H -2.72685 -0.44518 -1.59008
H -2.95555 -2.18102 -1.64960
H -0.56166 -0.67490 -2.86205
H -1.86963 -1.42904 -3.77054
H -0.73809 -2.42711 -2.86215
H -1.58213 -4.08468 -0.40222
H 4.14973 -3.25545 -1.82780
H 3.06032 -4.49926 -2.40157
H 5.14712 -4.83968 -0.15560
H 5.30652 -5.44284 -1.79847
H 4.09107 -6.12960 -0.73400
H 2.07731 -2.91398 2.17091
H 3.76659 -3.03043 1.73372
H 1.84683 -5.39359 2.23179
H 3.18023 -4.89822 3.26236
H 3.51297 -5.60010 1.68709
H -1.17917 -5.03174 -2.50237
H -1.33241 -7.28131 -3.48572
H 0.16700 -9.08973 -2.70435
H 1.81654 -8.61599 -0.91437
H 1.94761 -6.38890 0.08064
O 0.16520 1.16064 -1.39844
C -0.28973 1.79795 -0.44361
C -0.85427 3.14767 -0.60468
C -0.15846 4.03905 -1.42156
C -0.57651 5.35407 -1.51988
C -1.70194 5.77227 -0.82146
C -2.41276 4.87690 -0.03590
C -1.99780 3.55290 0.08993
P -2.93060 2.27573 1.02550
C -4.05121 3.33451 2.01687
C -3.56183 3.77909 3.24507
C -4.32261 4.61019 4.05297
C -5.59624 4.98983 3.65102
C -6.10001 4.53775 2.44002
C -5.33098 3.71758 1.62486
C -4.06086 1.64318 -0.27324
C -4.02279 2.02732 -1.61171
C -4.87755 1.44173 -2.53722
C -5.79016 0.47893 -2.13565
C -5.84323 0.09617 -0.80191
C -4.97779 0.66607 0.11695
H 0.71868 3.69055 -1.95161
H -0.02771 6.05225 -2.13816
H -2.03465 6.79958 -0.89719
H -3.30156 5.21017 0.48378
H -2.57332 3.46903 3.56790
H -3.92668 4.95342 5.00015
H -6.19607 5.63093 4.28372
H -7.09444 4.82670 2.12444
H -5.73013 3.37521 0.67789
H -3.31783 2.77863 -1.94351
H -4.82580 1.74082 -3.57620
H -6.45374 0.02262 -2.85851
H -6.54790 -0.66011 -0.48011
H -5.00825 0.34294 1.15208
O 2.74845 1.13511 0.23612
S 3.13934 -0.22965 0.62805
O 4.52354 -0.51769 0.81234
O 2.22188 -0.62313 1.72474
S 2.20891 -1.25131 -0.95003
C 2.86530 1.86937 3.83944
N 1.49648 2.01675 3.37090
C 1.28450 3.10469 2.42907
C 0.63092 0.96707 3.37967
N -0.14934 0.75407 2.35476
N 0.61512 0.18614 4.49399
C 0.84367 0.71475 5.82452
C 0.03373 -1.14005 4.42680
H 3.55153 1.88363 2.98873
H 2.98954 0.92127 4.35390
H 3.13029 2.68560 4.51552
H 1.69371 4.01771 2.86522
H 0.21905 3.23367 2.25238
H 1.78191 2.92208 1.47368
H -0.94546 0.16697 2.57425
H 1.05674 1.77846 5.77054
H 1.68032 0.21039 6.31426
H -0.04975 0.57052 6.43861
H -1.03795 -1.13814 4.65587
H 0.53751 -1.78153 5.15086
H 0.18342 -1.55696 3.43163